[1]
{"formula": "C15H21N3O3S", "method": "wB97M-V/def2-TZVPD", "de_lowest_kcal_mol": 107.72, "smiles": "CCCCCOc1ccc(CSC2=NCCN2)cc1[N+](=O)[O-]", "orbital_gap_ev": 8.492, "energy_ev": -37340.7253, "charge": 0, "fmax_ev_per_a": 1.15, "lumo_energy_ha": -0.0031, "symbols": ["O", "H", "H", "C", "H", "H", "H", "N", "H", "H", "H", "C", "H", "C", "H", "C", "C", "O", "C", "C", "H", "H", "H", "H", "C", "N", "C", "H", "H", "H", "C", "C", "H", "N", "O", "C", "S", "C", "H", "C", "H", "C", "H"], "xyz": [[-0.87, -0.33, 2.84], [2.02, -4.40, 0.51], [-5.00, 3.24, -2.14], [-3.99, 1.47, -1.28], [-0.86, 0.20, -3.07], [-3.98, 1.14, -0.24], [2.59, -5.15, 2.00], [-2.91, 3.45, -1.84], [2.43, 1.43, -1.76], [4.95, -4.83, 1.25], [0.82, -2.68, 1.87], [2.94, -3.03, 1.90], [3.25, 0.92, 0.51], [1.64, -2.64, 2.60], [3.18, -2.29, 1.14], [0.51, 0.53, -1.44], [1.79, 0.92, -1.05], [2.09, -0.23, 2.33], [-0.30, -0.08, -0.50], [-2.18, 2.35, -2.16], [2.54, -1.24, 3.97], [4.04, -5.77, 0.08], [-1.32, -0.35, -0.76], [4.38, -4.07, -0.23], [4.13, -4.79, 0.54], [-0.88, -0.77, 1.71], [2.84, -4.41, 1.24], [-4.49, 3.46, -0.45], [0.78, 0.76, -3.56], [3.75, -3.04, 2.63], [-4.22, 3.00, -1.40], [1.45, 0.01, 1.18], [-4.74, 0.88, -1.81], [-2.69, 1.22, -1.87], [-1.71, -1.54, 1.28], [0.13, -0.30, 0.80], [-0.62, 2.56, -2.90], [-0.01, 0.82, -2.81], [-2.79, 4.34, -2.30], [1.73, -1.26, 3.24], [1.41, -3.36, 3.39], [2.25, 0.66, 0.22], [0.79, -1.01, 3.76]], "nbo_charge": [-0.3890, 0.1965, 0.1851, -0.2436, 0.2644, 0.1977, 0.1930, -0.6290, 0.2154, 0.1999, 0.2021, -0.3951, 0.2299, -0.4280, 0.2007, -0.0706, -0.1623, -0.4826, -0.1809, 0.2704, 0.1895, 0.2084, 0.2717, 0.2007, -0.5995, 0.5161, -0.3883, 0.1988, 0.2334, 0.1946, -0.2364, 0.3298, 0.2011, -0.5452, -0.3781, -0.0083, 0.2437, -0.5209, 0.4011, -0.0709, 0.2169, -0.2454, 0.2133]}

=====

[2]
{"formula": "H10Si7", "method": "wB97M-V/def2-TZVPD", "de_lowest_kcal_mol": 0.00, "smiles": "[SiH2]1[SiH]2[SiH2][Si@H]3[Si@@H]1[Si@H]3[SiH2]2", "orbital_gap_ev": 7.204, "energy_ev": -55300.8272, "charge": 0, "fmax_ev_per_a": 2.54, "lumo_energy_ha": -0.0398, "symbols": ["H", "H", "Si", "Si", "Si", "H", "Si", "Si", "Si", "H", "H", "Si", "H", "H", "H", "H", "H"], "xyz": [[-1.36, 3.13, 0.49], [3.04, 0.53, -1.84], [-0.61, -1.82, 0.83], [-1.63, -0.02, -0.20], [1.50, 1.28, 0.83], [-1.16, -3.09, 0.45], [1.75, 0.06, -1.33], [-0.36, 0.10, -2.27], [-0.70, 1.94, 1.05], [-0.70, 0.89, -3.47], [2.33, -2.84, 1.38], [1.69, -1.36, 0.90], [-3.16, -0.11, -0.54], [-0.66, -1.25, -2.84], [2.14, 2.18, 1.90], [-1.20, 2.11, 2.39], [-0.93, -1.73, 2.27]], "nbo_charge": [-0.1079, -0.1125, 0.2203, 0.0147, 0.1421, -0.1197, 0.1286, 0.2125, 0.2482, -0.0943, -0.0334, 0.0274, -0.0666, -0.1165, -0.0885, -0.1261, -0.1283]}

=====

[3]
{"formula": "C36H99F6N12O17S2", "method": "wB97M-V/def2-TZVPD", "orbital_gap_ev": 7.412, "energy_ev": -129601.4510, "charge": -1, "fmax_ev_per_a": 3.22, "lumo_energy_ha": 0.0466, "symbols": ["C", "H", "F", "H", "C", "C", "C", "C", "O", "H", "H", "N", "H", "H", "H", "C", "N", "H", "O", "H", "H", "H", "F", "O", "H", "H", "H", "H", "O", "H", "H", "H", "C", "H", "H", "H", "H", "O", "H", "O", "H", "O", "N", "H", "H", "O", "N", "H", "H", "C", "O", "H", "C", "N", "H", "C", "H", "H", "H", "H", "C", "C", "H", "C", "O", "H", "H", "H", "H", "H", "H", "H", "C", "C", "C", "H", "F", "C", "H", "H", "H", "H", "C", "H", "H", "H", "H", "H", "H", "O", "C", "C", "C", "C", "H", "H", "H", "H", "N", "H", "C", "N", "O", "H", "H", "H", "H", "H", "H", "O", "H", "H", "C", "C", "H", "C", "H", "H", "H", "H", "H", "H", "H", "C", "C", "N", "H", "C", "H", "H", "N", "H", "H", "H", "C", "C", "S", "H", "N", "C", "C", "H", "H", "F", "H", "H", "H", "C", "C", "N", "F", "H", "H", "H", "H", "H", "H", "H", "F", "H", "O", "O", "C", "H", "O", "S", "H", "N", "O", "H", "H", "H"], "xyz": [[16.19, 12.47, -6.99], [16.77, 19.51, -8.60], [15.19, 17.79, -5.35], [17.12, 18.26, -10.75], [20.44, 13.36, -6.36], [17.28, 23.95, -7.44], [24.00, 21.46, -5.63], [19.03, 13.44, -10.88], [16.80, 13.56, -6.30], [17.23, 14.68, -7.93], [16.11, 11.95, -13.28], [18.27, 16.02, -15.66], [26.36, 22.14, -8.18], [15.25, 19.35, -7.87], [20.18, 16.32, -2.89], [25.99, 21.88, -7.19], [24.26, 23.60, -6.94], [23.65, 16.80, -6.75], [15.91, 12.41, -11.31], [21.94, 20.32, -6.95], [18.49, 16.09, -2.49], [24.75, 24.02, -6.16], [20.13, 18.11, -7.32], [20.38, 16.64, -13.67], [23.99, 12.03, -11.38], [26.21, 20.81, -7.11], [15.31, 24.51, -8.18], [21.26, 21.36, -13.51], [25.02, 20.85, -10.65], [22.87, 14.48, -7.58], [26.63, 22.38, -6.45], [16.20, 22.13, -7.95], [23.71, 14.96, -8.08], [19.19, 15.19, -4.84], [21.30, 14.16, -4.08], [18.64, 16.57, -16.43], [17.43, 15.52, -15.92], [23.68, 13.30, -9.89], [22.63, 15.03, -9.90], [15.53, 21.56, -4.94], [21.86, 20.70, -10.13], [14.25, 20.35, -6.62], [22.77, 21.10, -10.25], [24.42, 15.26, -10.09], [14.73, 11.29, -12.60], [22.62, 21.69, -5.48], [23.75, 19.05, -10.23], [16.50, 23.38, -5.64], [16.22, 11.68, -6.24], [16.35, 24.85, -8.28], [16.57, 26.23, -8.08], [20.10, 13.16, -15.70], [16.52, 13.67, -11.12], [15.83, 19.20, -8.70], [21.48, 17.63, -12.26], [15.85, 27.05, -8.96], [18.68, 12.62, -10.26], [18.62, 21.78, -13.69], [20.88, 20.95, -16.11], [20.55, 13.05, -3.08], [23.89, 20.37, -10.45], [14.74, 12.77, -7.37], [12.87, 13.51, -6.57], [19.41, 15.56, -2.73], [20.19, 19.92, -14.57], [19.44, 21.70, -15.61], [21.96, 22.05, -7.41], [24.30, 20.42, -5.51], [21.23, 14.12, -6.37], [20.75, 21.44, -6.34], [16.59, 24.64, -9.33], [14.72, 11.51, -8.95], [17.22, 22.49, -7.78], [19.23, 15.06, -15.09], [15.31, 12.21, -12.57], [20.37, 23.06, -12.08], [20.03, 16.17, -8.29], [19.53, 13.98, -16.13], [15.82, 14.45, -11.46], [22.04, 17.93, -13.95], [17.75, 13.58, -4.70], [19.92, 13.23, -11.49], [19.56, 22.39, -11.79], [16.38, 25.00, -5.97], [16.05, 28.10, -8.77], [14.20, 13.64, -5.37], [15.75, 15.16, -6.96], [24.98, 13.48, -11.50], [24.51, 16.90, -8.41], [18.97, 17.43, -10.90], [15.29, 18.39, -9.65], [16.79, 14.84, -6.94], [17.90, 13.85, -11.82], [15.80, 18.86, -4.83], [23.24, 13.63, -11.89], [20.57, 12.58, -7.11], [25.73, 14.84, -7.78], [21.31, 15.03, -14.51], [18.24, 20.39, -12.15], [24.00, 21.69, -7.71], [19.44, 17.36, -8.15], [16.11, 18.11, -10.70], [20.97, 18.57, -10.10], [18.32, 19.03, -13.05], [19.06, 15.35, -12.57], [24.45, 18.41, -10.54], [14.79, 26.79, -8.96], [19.32, 14.30, -10.28], [16.15, 26.94, -10.01], [14.10, 18.06, -9.58], [13.52, 12.14, -5.70], [22.94, 22.09, -10.17], [19.21, 14.61, -3.91], [20.56, 15.78, -14.79], [20.94, 16.34, -15.65], [23.97, 13.11, -11.27], [22.33, 16.36, -13.13], [14.68, 13.62, -8.06], [14.73, 13.06, -12.92], [18.72, 23.04, -11.55], [17.58, 17.55, -13.35], [19.99, 14.49, -16.99], [15.70, 17.51, -11.39], [19.16, 21.35, -12.85], [20.42, 20.66, -13.38], [24.90, 14.36, -7.42], [14.25, 10.84, -7.53], [13.80, 13.06, -6.21], [17.66, 21.86, -7.02], [17.45, 15.49, -6.38], [16.98, 24.19, -6.01], [23.28, 23.77, -6.74], [18.30, 24.30, -7.63], [17.82, 13.19, -12.69], [24.54, 22.18, -6.89], [20.36, 13.61, -4.00], [19.56, 18.27, -9.82], [24.49, 21.94, -4.77], [14.15, 11.66, -8.12], [21.81, 21.34, -6.59], [21.65, 17.21, -13.25], [19.17, 17.64, -13.49], [22.81, 18.72, -10.04], [15.96, 18.78, -3.53], [18.68, 20.37, -11.24], [19.88, 21.85, -10.90], [24.92, 13.42, -7.80], [23.63, 14.69, -9.60], [23.73, 16.48, -7.78], [18.09, 15.20, -12.32], [16.99, 19.01, -5.41], [19.66, 15.02, -1.81], [20.94, 20.07, -12.61], [17.74, 22.32, -8.73], [16.74, 12.18, -7.89], [18.90, 14.59, -14.16], [22.74, 16.77, -8.18], [17.20, 14.56, -3.60], [18.22, 17.14, -7.74], [17.34, 20.82, -12.00], [18.84, 19.52, -9.59], [13.59, 20.24, -4.26], [19.88, 20.71, -15.71], [18.65, 13.58, -16.63], [18.30, 18.16, -13.60], [14.70, 20.39, -5.21], [19.51, 13.85, -6.63], [17.96, 13.89, -3.73], [20.24, 12.72, -5.10], [19.34, 20.15, -16.46], [18.05, 15.92, -11.58], [16.69, 13.66, -10.05]], "lowdin_charge": [-0.1682, 0.0583, 0.1222, 0.0306, -0.1018, -0.4264, -0.1933, -0.0323, -0.2564, 0.0796, 0.0750, 0.0612, 0.0736, 0.0555, 0.0749, -0.0686, 0.0539, 0.0842, -0.1972, 0.0870, 0.0715, 0.0751, 0.1605, -0.2508, 0.0900, 0.0771, 0.1342, 0.1309, -0.0181, 0.1064, 0.0737, 0.0787, -0.4174, 0.1171, 0.1207, 0.0781, 0.0775, -0.1912, 0.1237, -0.3551, 0.0633, -0.3660, 0.1739, 0.1215, 0.0863, -0.1764, 0.1651, 0.0270, 0.1355, -0.2184, -0.1798, 0.0792, -0.1793, 0.1773, 0.0682, -0.1326, 0.0808, 0.1272, 0.0903, 0.1259, -0.6905, -0.4586, 0.0817, -0.0582, -0.2002, 0.0836, 0.0681, 0.1215, 0.0713, 0.0929, 0.1140, 0.0542, -0.0694, -0.4130, -0.1035, 0.0833, 0.1219, -0.0694, 0.1238, 0.0963, 0.0412, 0.0727, -0.0413, 0.0530, 0.0829, 0.0792, 0.0960, 0.0864, 0.0675, -0.3554, -0.6839, -0.0618, -0.4012, -0.6782, 0.0760, 0.0927, 0.0636, 0.1265, 0.0661, 0.1010, -0.6661, 0.1501, -0.3501, 0.0746, 0.0407, 0.0987, 0.0865, 0.0693, 0.0785, 0.0051, 0.0757, 0.1110, -0.4558, -0.1655, 0.1370, -0.1057, 0.0879, 0.1291, 0.0923, 0.0822, 0.1157, 0.0787, 0.0863, -0.3542, -0.1919, 0.0364, 0.0695, -0.0562, 0.0823, 0.0686, 0.0563, 0.0662, 0.1233, 0.1179, -0.4741, -0.2058, 0.5740, 0.1233, 0.0364, -0.1102, -0.0298, 0.0822, 0.0398, 0.1403, 0.0287, 0.0663, 0.0602, -0.2117, -0.0493, 0.0329, 0.1105, 0.0759, 0.1166, 0.0597, 0.1158, 0.0954, 0.0554, 0.0716, 0.1701, 0.1173, -0.3327, -0.3430, -0.0860, 0.0737, 0.1375, 0.5156, 0.0615, 0.0546, -0.1736, 0.0882, 0.0414, 0.1002]}

=====

[4]
{"formula": "C15H11Cl2N3O2", "method": "wB97M-V/def2-TZVPD", "de_lowest_kcal_mol": 366.36, "smiles": "C[C@@H](Oc1ccc(Cl)cc1Cl)c1nc(-c2ccccn2)no1", "orbital_gap_ev": 8.370, "energy_ev": -49325.2665, "charge": 0, "fmax_ev_per_a": 18.56, "lumo_energy_ha": -0.0007, "symbols": ["Cl", "C", "C", "O", "H", "C", "H", "C", "C", "C", "C", "C", "C", "H", "H", "N", "H", "Cl", "H", "H", "C", "C", "O", "H", "N", "C", "C", "H", "C", "H", "H", "N", "C"], "xyz": [[-4.82, -1.52, 1.14], [4.43, 1.80, -0.85], [-4.57, 0.98, 0.70], [-2.41, -1.72, -0.26], [6.25, 2.56, 0.36], [-0.04, -1.47, -0.01], [-2.26, 2.93, -0.86], [1.74, -0.40, 0.44], [-2.95, -0.34, 0.08], [-1.11, -2.14, -0.97], [-2.20, 0.81, -0.51], [-2.84, 2.00, -0.25], [-4.06, -0.47, 0.56], [4.68, 2.30, -1.54], [5.39, 1.23, 2.57], [1.27, -1.01, 1.53], [-0.82, -3.81, 0.08], [-4.68, 3.59, 0.46], [-5.68, 1.02, 1.32], [-1.27, 0.60, -1.18], [2.91, 0.58, 0.52], [4.85, 0.99, 1.43], [0.23, -1.71, 1.23], [-1.76, -3.92, -1.48], [0.87, -0.75, -0.36], [5.26, 1.96, 0.45], [-4.00, 2.25, -0.03], [2.67, 0.81, -1.48], [-0.93, -3.48, -0.82], [0.10, -3.74, -1.41], [-1.10, -1.48, -1.80], [3.63, 0.54, 1.48], [3.22, 1.02, -0.56]], "nbo_charge": [0.2661, -0.0766, -0.1217, -0.6106, 0.2340, 0.4836, 0.1889, 0.2813, 0.3221, 0.0929, -0.2533, -0.2076, -0.3221, 0.1527, 0.1888, -0.1231, 0.2249, 0.1092, 0.2166, 0.2576, 0.1116, 0.0359, -0.2339, 0.2315, -0.5467, -0.2403, -0.1707, 0.2254, -0.6026, 0.2296, 0.2310, -0.3789, -0.1954]}

=====

[5]
{"formula": "C5H14S", "method": "wB97M-V/def2-TZVPD", "de_lowest_kcal_mol": 46.30, "smiles": "CCSC.CC", "orbital_gap_ev": 9.345, "energy_ev": -16245.2932, "charge": 0, "fmax_ev_per_a": 4.82, "lumo_energy_ha": 0.0349, "symbols": ["C", "C", "H", "S", "H", "H", "H", "H", "H", "H", "H", "C", "H", "H", "H", "C", "H", "H", "H", "C"], "xyz": [[-3.00, 0.27, -0.74], [0.83, -0.65, 2.95], [3.28, -0.51, -1.49], [1.56, 0.53, 1.80], [0.01, -0.26, 3.54], [2.46, 1.00, -1.44], [-3.73, -0.62, -0.60], [0.86, -0.06, -0.36], [-1.69, 1.56, -1.70], [1.48, -1.03, 3.80], [0.43, -1.57, 2.43], [-2.15, 0.49, -1.92], [3.75, 0.65, -0.34], [-2.66, 0.43, -2.87], [1.70, -1.39, 0.10], [1.75, -0.30, 0.16], [-1.31, -0.24, -2.21], [-3.93, 0.91, -0.59], [-2.47, 0.49, 0.23], [2.82, 0.29, -0.76]], "nbo_charge": [-0.6470, -0.7711, 0.2115, 0.1789, 0.2255, 0.2099, 0.2116, 0.2075, 0.2127, 0.2168, 0.2276, -0.6285, 0.2209, 0.2119, 0.2244, -0.5311, 0.2104, 0.2168, 0.2118, -0.6204]}